125
Properties=species:S:1:pos:R:3:forces:R:3 method="wB97M-V/def2-TZVPD" lumo_energy_ev=1.98 charge=-1 e_above_lowest_kj_mol=99.6
Al -0.037 -0.255 -0.892 0.589 0.599 -0.756
O -3.285 -0.878 -7.061 -0.244 -0.236 0.214
O 3.002 -5.938 -4.533 0.092 -0.358 -0.069
O 4.038 -2.433 -2.406 0.370 0.498 -0.715
O 2.986 0.705 3.476 -0.127 -0.047 -0.102
O -5.947 -2.290 -6.407 -0.297 -0.086 0.036
O 0.346 1.171 0.225 -0.274 -1.617 -0.138
O 3.911 4.833 4.509 -0.019 -0.265 -0.001
O 7.498 1.794 5.255 -0.090 0.023 -0.168
O -3.456 4.691 -6.382 0.035 0.157 -0.275
O -4.432 -2.094 2.799 -0.047 0.054 0.182
O -3.231 1.715 -2.388 0.182 -0.073 -0.737
O -3.783 1.827 4.477 -0.326 -0.222 0.126
O 4.800 -5.005 -0.389 -0.273 0.013 -0.217
C -1.581 -1.327 3.977 1.078 -0.351 -0.233
C 2.912 4.655 5.508 0.086 0.348 -0.035
C 6.298 -6.909 -0.400 -0.019 -0.076 0.027
C -6.860 -1.197 -4.449 -0.088 0.022 0.065
C -5.461 -1.258 3.311 -0.081 -0.300 -0.182
C -2.547 0.464 -2.188 1.240 -0.568 0.585
C 1.641 -1.304 -1.459 0.190 0.451 0.107
C 2.892 -0.367 -1.682 -0.856 -1.167 0.294
C 0.523 0.837 1.587 -0.598 1.328 0.260
C 4.212 -1.191 -1.705 -0.367 0.126 0.275
C 9.777 2.327 4.632 0.051 -0.024 -0.058
C -0.826 0.614 2.379 1.389 -0.643 0.396
C 1.982 -6.170 -3.562 0.040 0.483 0.000
C 5.273 1.213 2.878 0.000 -0.096 -0.037
C 0.897 -5.116 -3.669 -0.058 0.016 -0.001
C -4.599 4.546 -7.215 -0.017 -0.100 0.427
C -6.530 -2.083 4.006 -0.039 -0.001 0.071
C 1.812 5.689 5.362 -0.086 -0.001 -0.040
C -6.197 -2.439 -5.016 0.222 0.336 -0.197
C -1.017 0.561 -2.525 -0.950 0.043 0.711
C 3.834 1.694 2.897 0.150 -0.098 0.262
C 8.331 2.787 4.666 0.134 -0.131 0.310
C -2.449 -0.233 -6.093 0.029 0.314 -0.155
C -3.989 1.786 5.883 0.243 0.340 -0.218
C -2.747 1.250 -6.028 0.007 0.089 -0.024
C 5.578 -5.857 -1.223 0.224 0.093 0.217
C -5.793 5.273 -6.624 -0.072 0.069 -0.042
C -4.595 3.086 6.380 -0.093 0.011 0.068
C -1.265 -0.883 2.508 -1.264 0.447 -0.056
H -2.577 1.725 -7.000 0.098 0.002 0.023
H -4.763 3.054 7.459 0.015 0.047 -0.015
H 6.966 -6.439 0.327 0.066 -0.001 -0.079
H 3.293 0.546 4.372 0.070 -0.013 0.061
H -5.363 -1.528 -6.517 0.271 -0.158 -0.121
H 4.897 -6.327 -1.933 -0.065 0.115 0.034
H 5.357 0.284 2.310 -0.052 0.077 -0.096
H 5.395 -4.576 0.232 0.008 0.072 0.070
H 5.625 1.004 3.890 0.054 0.143 -0.016
H -6.222 -0.321 -4.592 0.061 -0.045 0.097
H -1.594 1.276 1.943 0.245 -0.360 0.123
H -2.658 0.201 -1.111 -0.084 0.091 -0.511
H 1.570 -7.164 -3.742 0.164 -0.016 -0.111
H 7.812 1.643 6.149 0.016 -0.026 0.084
H 4.130 -3.148 -1.784 -0.094 -0.356 0.420
H -6.672 5.172 -7.266 -0.012 -0.005 0.050
H 3.367 -5.064 -4.363 -0.028 0.100 0.011
H -3.030 1.592 6.376 -0.083 -0.073 0.158
H -6.981 -2.796 3.311 -0.065 0.075 -0.016
H 0.109 -5.288 -2.934 0.017 0.075 0.006
H -4.829 -2.703 2.170 0.031 -0.019 -0.111
H -6.036 4.876 -5.636 -0.045 -0.072 -0.058
H -3.672 4.316 -5.523 0.114 -0.083 0.080
H -0.608 0.963 3.416 -0.233 0.002 -0.543
H -5.892 -0.680 2.486 -0.068 0.140 0.123
H -7.801 -0.998 -4.966 -0.007 -0.076 0.024
H 3.381 4.726 6.496 -0.124 -0.089 0.075
H -3.186 2.556 4.289 0.139 -0.031 -0.139
H -1.543 -0.453 4.652 -0.289 -0.405 -0.164
H -2.526 -1.881 4.067 0.235 0.462 -0.059
H 2.507 3.649 5.391 0.124 -0.003 -0.099
H -7.062 -1.311 -3.382 0.026 0.055 -0.010
H 9.868 1.398 4.069 -0.035 0.057 -0.050
H 6.886 -7.571 -1.038 0.017 0.018 0.035
H -1.043 -1.337 -0.286 -0.259 -0.132 0.201
H -5.570 6.334 -6.498 0.013 -0.018 -0.071
H 5.581 -7.508 0.164 -0.018 -0.007 -0.077
H -5.249 -2.637 -4.504 -0.083 -0.051 0.156
H 0.456 -5.124 -4.668 -0.010 -0.095 0.027
H 2.854 0.358 -0.843 0.536 -0.154 -0.512
H -4.347 4.958 -8.192 0.124 -0.016 0.056
H -0.771 0.025 -3.464 -0.129 0.548 0.241
H -4.817 3.479 -7.336 -0.105 0.025 -0.145
H 4.524 -1.461 -0.675 -0.134 0.493 -0.328
H 10.418 3.082 4.172 0.017 -0.024 0.038
H 5.025 -0.627 -2.199 -0.185 -0.241 0.227
H 2.218 6.701 5.458 -0.012 -0.017 0.104
H -2.640 -0.698 -5.127 -0.027 -0.109 -0.105
H -3.109 -0.474 -7.913 0.005 0.045 -0.078
H -0.541 -1.545 2.007 -0.222 0.287 0.384
H 1.354 5.619 4.375 -0.006 -0.083 0.038
H 2.737 0.180 -2.633 0.266 -0.163 0.444
H 3.744 2.620 3.471 0.112 0.091 -0.174
H 4.277 5.715 4.616 0.035 0.088 -0.026
H 1.867 -2.069 -0.675 0.000 0.453 -0.326
H 2.435 -6.161 -2.564 -0.152 -0.055 0.079
H -7.318 -1.443 4.411 -0.021 -0.041 -0.019
H 10.143 2.128 5.643 0.023 0.101 -0.001
H 5.930 1.962 2.429 0.020 -0.016 0.032
H -5.546 3.278 5.881 -0.003 -0.065 0.031
H -6.844 -3.308 -4.889 0.046 -0.019 -0.104
H 6.293 -5.248 -1.785 0.013 -0.121 -0.122
H -4.023 1.698 -1.855 -0.279 -0.033 0.222
H -6.093 -2.662 4.822 0.019 0.073 0.012
H 1.439 -1.895 -2.382 0.098 0.339 0.460
H -3.795 1.416 -5.768 0.036 -0.039 0.108
H -0.793 1.646 -2.564 0.148 -0.498 -0.274
H -4.657 0.949 6.092 0.051 -0.036 -0.115
H -3.937 3.929 6.153 0.045 -0.031 0.082
H 1.240 0.006 1.761 -0.444 0.132 -0.091
H -2.990 -0.386 -2.753 -0.118 0.524 0.092
H 1.311 -4.117 -3.508 -0.022 -0.038 0.147
H -2.209 -0.997 1.942 0.547 -0.110 0.129
H 7.964 2.965 3.656 -0.130 -0.073 0.073
H 1.039 5.550 6.121 0.012 0.042 -0.010
H -4.998 -0.563 4.010 0.140 -0.011 -0.134
H 8.233 3.717 5.237 0.054 0.098 -0.137
H -2.118 1.741 -5.284 -0.052 -0.020 0.012
H 3.480 1.882 1.883 -0.181 -0.116 0.082
H 0.978 1.735 2.070 -0.004 -0.467 -0.196
H -1.402 -0.407 -6.359 0.020 0.004 0.152
H -0.792 -2.034 4.321 -0.338 0.453 -0.036


45
Properties=species:S:1:pos:R:3:forces:R:3 method="wB97M-V/def2-TZVPD" lumo_energy_ev=0.76 smiles="CC[C@@H]1C[C@@H]2C(C)=C[C@@H]3CCCC[C@@H]3[C@@]2(C)C(=O)O1" e_above_lowest_kj_mol=0.0
O 2.088 -2.175 -0.240 -2.447 0.061 1.502
O 0.243 -2.693 0.963 0.309 -0.137 0.278
C -1.307 -3.244 2.736 1.125 0.497 -0.574
C -2.369 1.799 1.415 0.565 -1.079 -0.520
C 2.871 1.264 -2.804 -1.417 0.470 1.704
C -2.331 -3.768 1.735 -0.362 0.223 -0.035
C 0.997 -1.858 0.248 2.313 1.442 -2.845
C -1.187 -0.857 1.851 0.310 -0.195 -0.399
C -1.024 1.432 0.800 0.470 1.995 -1.184
C -0.402 2.318 -0.029 -0.999 -1.307 1.387
C 2.490 2.734 -2.462 0.797 0.055 0.228
C 1.102 2.892 -1.863 0.357 0.362 1.083
C 1.408 0.573 -0.715 -0.394 -0.132 -0.218
C -0.746 -0.810 -1.267 1.017 1.093 0.556
C 0.346 -0.479 -0.171 -0.416 0.285 0.253
C -0.300 0.151 1.114 -0.131 0.034 0.341
C -0.367 -2.134 2.128 -1.986 0.011 1.489
C 1.808 0.313 -2.195 0.304 -0.059 0.346
C 0.996 2.095 -0.532 -1.345 -0.446 -1.219
H -2.067 -1.094 1.240 0.210 -0.069 0.004
H -2.303 1.893 2.495 -0.022 -0.154 0.231
H -3.149 -3.071 1.513 0.332 0.138 0.025
H 2.259 0.453 -0.052 0.422 -0.268 -0.175
H 2.598 3.348 -3.346 0.021 0.268 -0.249
H 1.652 2.518 0.207 0.604 0.372 0.278
H -0.686 -4.084 3.072 -0.013 0.175 -0.099
H -0.318 -1.424 -2.033 0.410 -0.274 -0.542
H -1.102 0.126 -1.727 0.059 -0.389 0.270
H 3.238 3.126 -1.725 -0.646 -0.184 -0.487
H -1.605 -0.419 2.782 0.538 -0.410 -0.319
H -2.687 2.753 1.032 -0.218 0.312 -0.240
H 2.867 1.113 -3.866 0.369 -0.156 -0.512
H -3.106 1.021 1.158 -0.010 0.371 0.260
H 2.185 -0.701 -2.259 -0.048 -0.302 -0.072
H 3.830 1.064 -2.341 0.322 -0.264 -0.332
H -0.922 3.246 -0.303 0.322 -0.287 0.136
H 0.413 -1.853 2.856 -0.025 -0.343 -0.242
H -1.788 -2.840 3.633 0.028 0.062 -0.176
H -1.884 -4.080 0.785 0.031 0.040 0.268
H 0.532 0.437 1.801 -0.214 -0.338 -0.310
H -2.828 -4.613 2.184 -0.112 -0.503 0.012
H 0.912 0.370 -2.817 -0.004 -0.020 0.030
H 0.285 2.550 -2.513 0.285 0.207 -0.076
H -1.570 -1.366 -0.887 -0.727 -0.299 0.561
H 0.928 3.971 -1.600 0.013 -0.861 -0.416